[1]
# C22H27S

A cluster of 2 separate species, C22H27S in total (wB97M-V/def2-TZVPD, OMol25).

Atoms and positions in Å:
C1 -1.290 -4.500 -0.235
C2 -2.133 -3.643 -1.201
C3 -3.343 -3.009 -0.507
S1 -2.866 -1.889 0.797
C4 -1.931 -3.057 1.768
C5 -0.783 -3.686 0.971
H1 -1.895 -5.342 0.123
H2 -0.447 -4.961 -0.769
H3 -1.502 -2.842 -1.610
H4 -2.454 -4.236 -2.070
H5 -3.967 -2.451 -1.212
H6 -3.982 -3.782 -0.072
H7 -1.568 -2.534 2.658
H8 -2.619 -3.830 2.122
H9 -0.155 -4.308 1.627
H10 -0.125 -2.884 0.611
C6 -3.425 3.471 -4.318
C7 -2.497 2.620 -3.525
C8 -2.412 1.246 -3.736
C9 -1.579 0.455 -2.977
C10 -0.779 1.015 -1.968
C11 0.101 0.207 -1.181
C12 0.964 0.740 -0.247
C13 1.836 0.038 0.556
C14 2.673 0.659 1.536
C15 3.579 -0.094 2.300
C16 4.361 0.502 3.262
C17 4.282 1.869 3.511
C18 5.119 2.504 4.567
C19 3.398 2.626 2.755
C20 2.615 2.042 1.793
C21 -0.865 2.405 -1.778
C22 -1.702 3.183 -2.536
H11 -3.370 4.514 -4.003
H12 -3.183 3.431 -5.380
H13 -4.455 3.141 -4.185
H14 -3.013 0.804 -4.513
H15 -1.522 -0.605 -3.160
H16 0.102 -0.856 -1.333
H17 0.977 1.809 -0.158
H18 1.891 -1.030 0.435
H19 3.660 -1.153 2.126
H20 5.047 -0.087 3.845
H21 4.930 3.578 4.632
H22 4.904 2.070 5.544
H23 6.181 2.365 4.357
H24 3.317 3.687 2.928
H25 1.938 2.659 1.233
H26 -0.272 2.890 -1.025
H27 -1.739 4.245 -2.360

Calculated values
Multiplicity = 1
Gap between HOMO and LUMO = 5.3 eV
HOMO energy = -0.3945 Eh
Net charge = +1
E = -34080.915 eV

Atomic partial charges in e from the Löwdin method, atoms 1 to 5: -0.21 -0.26 -0.50 0.84 -0.51



[2]
# C15H20N3O5P

A cluster of 2 separate species, C15H20N3O5P in total (wB97M-V/def2-TZVPD, OMol25).

Atoms and positions in Å:
O1 0.651 1.678 -0.264
P1 1.495 2.400 0.704
O2 1.891 3.819 0.115
O3 0.566 2.658 1.942
C1 2.966 1.561 1.160
C2 2.618 0.190 1.595
C3 2.086 -0.056 2.866
C4 1.823 -1.365 3.269
C5 2.111 -2.399 2.376
C6 1.866 -3.741 2.706
C7 2.166 -4.755 1.788
C8 2.705 -4.434 0.538
C9 2.947 -3.095 0.209
C10 2.659 -2.071 1.115
N1 2.914 -0.803 0.751
H1 2.245 4.297 0.871
H2 -0.292 2.709 1.492
H3 3.463 2.101 1.963
H4 3.620 1.523 0.289
H5 1.874 0.768 3.539
H6 1.402 -1.570 4.249
H7 1.442 -4.002 3.671
H8 1.978 -5.793 2.046
H9 2.932 -5.221 -0.177
H10 3.360 -2.827 -0.757
C11 -5.347 0.056 -0.828
N2 -4.282 0.837 -1.453
C12 -3.662 1.877 -0.886
O4 -3.924 2.261 0.249
C13 -2.577 2.587 -1.700
N3 -1.546 1.686 -2.214
C14 -1.680 0.841 -3.231
C15 -0.483 -0.024 -3.550
O5 -2.716 0.730 -3.877
H11 -5.811 -0.597 -1.568
H12 -4.935 -0.547 -0.018
H13 -6.104 0.727 -0.417
H14 -3.992 0.593 -2.396
H15 -3.057 3.093 -2.538
H16 -2.108 3.338 -1.065
H17 -0.670 1.652 -1.696
H18 -0.741 -0.711 -4.354
H19 0.345 0.612 -3.856
H20 -0.199 -0.583 -2.659

Calculated values
Multiplicity = 1
SMILES string = O=P(O)(O)Cc1ccc2ccccc2n1.CNC(=O)CNC(C)=O
Gap between HOMO and LUMO = 8.7 eV
HOMO energy = -0.3250 Eh
E = -39880.259 eV

Atomic partial charges in e from the Löwdin method, atoms 1 to 5: -0.26 0.38 -0.09 -0.09 -0.17



[3]
# C35H65BF5N4O10S2

A cluster of 4 separate species, C35H65BF5N4O10S2 in total (wB97M-V/def2-TZVPD, OMol25).

Atoms and positions in Å:
C1 -4.060 1.145 5.885
C2 -2.730 1.271 5.113
C3 -2.564 2.624 4.412
O1 -2.420 2.676 2.997
C4 -2.121 1.755 2.022
C5 -0.830 0.876 2.166
C6 0.076 0.678 3.395
C7 0.499 1.894 4.237
C8 -0.247 -0.569 4.265
C9 -2.054 2.772 0.790
S1 -1.262 4.410 1.006
O2 -1.218 5.064 -0.274
O3 -1.957 5.165 1.995
C10 0.545 4.344 1.530
F1 0.611 4.918 2.722
F2 1.072 3.123 1.570
C11 1.441 5.197 0.576
F3 1.139 6.461 0.611
F4 2.679 5.048 1.048
F5 1.454 4.727 -0.655
N1 -1.658 2.148 -0.531
S2 -2.765 3.055 -1.787
N2 -0.324 2.472 -0.790
C12 0.624 1.835 -1.410
C13 0.639 1.651 -2.890
C14 1.848 1.382 -0.697
C15 -2.044 0.683 -0.602
C16 -2.073 0.054 -1.987
C17 -0.968 -0.995 -2.150
O4 -1.505 -2.247 -1.695
C18 -0.524 -3.217 -1.632
C19 -0.010 -3.551 -0.275
O5 -0.112 -3.736 -2.624
C20 -3.258 0.331 0.282
B1 -4.668 0.413 -0.509
N3 -5.273 -0.784 -1.055
O6 -5.261 1.662 -0.613
N4 -3.261 0.899 1.633
C21 -4.507 1.056 2.319
C22 -5.175 -0.273 2.710
C23 -4.297 -1.283 3.352
O7 -4.902 -1.370 1.939
H1 -4.797 1.874 5.557
H2 -3.920 1.198 6.960
H3 -4.498 0.169 5.686
H4 -2.780 0.521 4.332
H5 -1.909 1.072 5.787
H6 -3.439 3.224 4.655
H7 -1.754 3.175 4.884
H8 -1.114 -0.131 1.859
H9 -0.186 1.195 1.352
H10 1.020 0.364 2.947
H11 0.157 1.830 5.266
H12 1.579 2.005 4.275
H13 0.105 2.819 3.834
H14 -1.204 -1.007 4.001
H15 -0.327 -0.269 5.305
H16 0.557 -1.295 4.222
H17 -3.102 3.046 0.683
H18 -1.766 3.723 -2.370
H19 0.965 0.662 -3.187
H20 -0.339 1.895 -3.297
H21 1.338 2.407 -3.258
H22 1.582 0.739 0.139
H23 2.454 2.221 -0.357
H24 2.471 0.813 -1.385
H25 -1.220 0.156 -0.130
H26 -1.925 0.757 -2.799
H27 -2.980 -0.496 -2.221
H28 -0.095 -0.751 -1.538
H29 -0.682 -1.082 -3.197
H30 -0.793 -3.576 0.477
H31 0.456 -4.531 -0.339
H32 0.753 -2.840 0.038
H33 -3.121 -0.750 0.380
H34 -5.058 -0.975 -2.024
H35 -6.275 -0.828 -0.916
H36 -6.153 1.664 -0.243
H37 -5.279 1.667 1.835
H38 -4.417 1.533 3.289
H39 -6.180 -0.189 3.123
H40 -3.264 -1.337 3.044
H41 -4.756 -2.162 3.778
C24 4.412 -2.643 -3.520
C25 3.458 -2.735 -4.711
C26 2.349 -1.784 -4.292
O8 2.965 -0.770 -3.478
C27 4.303 -1.173 -3.141
H42 5.432 -2.941 -3.753
H43 4.051 -3.272 -2.703
H44 3.949 -2.367 -5.614
H45 3.095 -3.742 -4.907
H46 1.596 -2.297 -3.688
H47 1.850 -1.312 -5.141
H48 5.004 -0.560 -3.714
H49 4.477 -0.992 -2.079
C28 5.519 4.023 -0.359
C29 7.036 4.188 -0.427
C30 7.471 2.820 -0.940
O9 6.403 2.342 -1.767
C31 5.252 3.159 -1.586
H50 4.971 4.962 -0.378
H51 5.242 3.484 0.551
H52 7.295 4.963 -1.151
H53 7.494 4.447 0.525
H54 7.615 2.115 -0.116
H55 8.388 2.856 -1.528
H56 5.116 3.776 -2.482
H57 4.374 2.517 -1.474
C32 -0.755 -8.322 -2.823
C33 0.257 -7.650 -3.750
C34 1.011 -6.750 -2.781
O10 0.992 -7.416 -1.511
C35 0.063 -8.503 -1.550
H58 -1.148 -9.261 -3.207
H59 -1.597 -7.650 -2.639
H60 0.929 -8.400 -4.174
H61 -0.197 -7.098 -4.572
H62 0.518 -5.782 -2.664
H63 2.047 -6.578 -3.080
H64 0.626 -9.442 -1.572
H65 -0.545 -8.486 -0.646

Calculated values
Multiplicity = 1
Gap between HOMO and LUMO = 7.1 eV
HOMO energy = -0.3973 Eh
Net charge = +1
E = -99704.317 eV

Atomic partial charges in e from the Löwdin method, atoms 1 to 5: -0.07 -0.20 -0.15 -0.08 -0.36



[4]
# C10H18N2OS

A cluster of 2 separate species, C10H18N2OS in total (wB97M-V/def2-TZVPD, OMol25).

Atoms and positions in Å:
C1 2.115 1.685 -0.102
C2 0.925 1.552 -0.982
C3 0.735 2.941 -1.530
N1 0.334 0.436 -1.185
C4 -0.820 0.172 -2.133
C5 -2.070 0.264 -1.316
C6 -0.517 -1.084 -2.985
H1 2.101 2.642 0.430
H2 2.165 0.961 0.640
H3 3.121 1.596 -0.680
H4 0.244 3.493 -0.773
H5 0.152 3.094 -2.443
H6 1.719 3.476 -1.829
H7 -0.934 0.998 -2.840
H8 -2.195 1.260 -1.012
H9 -2.878 -0.113 -1.837
H10 -2.137 -0.273 -0.461
H11 -0.838 -2.087 -2.553
H12 0.612 -0.982 -2.860
H13 -0.784 -1.102 -4.039
O1 1.796 -1.660 0.137
S1 0.250 -1.707 0.342
C7 -0.146 -1.690 2.031
C8 0.679 -1.568 3.097
C9 -0.096 -1.634 4.264
C10 -1.431 -1.756 3.821
N2 -1.434 -1.761 2.453
H14 2.014 -0.819 -0.241
H15 1.715 -1.500 3.102
H16 0.170 -1.777 5.261
H17 -2.304 -1.618 4.338
H18 -2.265 -1.436 1.880

Calculated values
Multiplicity = 1
SMILES string = CC(C)=NC(C)C.OSc1ccc[nH]1
Gap between HOMO and LUMO = 7.3 eV
HOMO energy = -0.2419 Eh
E = -26521.231 eV

Atomic partial charges in e from the Löwdin method, atoms 1 to 5: -0.06 -0.39 -0.06 0.00 -0.42



[5]
# C2H3N3OS

A cluster of 2 separate species, C2H3N3OS in total (wB97M-V/def2-TZVPD, OMol25).

Atoms and positions in Å:
C1 -1.703 -1.501 1.118
C2 -0.715 0.090 -0.509
N1 -1.907 -2.597 1.400
N2 -1.517 -0.264 0.767
N3 -2.089 0.753 1.426
O1 -1.944 1.890 1.016
S1 -3.977 0.187 -1.115
H1 -0.276 -0.806 -0.957
H2 -1.618 0.377 -1.233
H3 0.045 0.984 -0.239

Calculated values
Multiplicity = 3
Gap between HOMO and LUMO (alpha / beta) = 10.1 / 7.2 eV
HOMO energy (alpha / beta) = -0.3800 / -0.3667 Eh
E = -19469.079 eV

Atomic partial charges in e from the Löwdin method, atoms 1 to 5: -0.32 -0.04 0.19 -0.19 -0.06



[6]
# F6H26O13P

A cluster of 14 separate species, F6H26O13P in total (wB97M-V/def2-TZVPD, OMol25).

Atoms and positions in Å:
P1 -0.025 0.251 0.116
F1 1.544 0.727 0.527
F2 0.464 -1.299 0.293
F3 -0.563 0.344 1.622
F4 -1.524 -0.159 -0.337
F5 -0.395 1.753 -0.242
F6 0.370 -0.014 -1.420
O1 -4.377 0.644 -0.979
H1 -3.672 0.201 -0.507
H2 -4.114 1.564 -0.994
O2 0.323 -1.922 -3.389
H3 0.566 -1.508 -2.561
H4 0.859 -2.714 -3.428
O3 -2.524 2.847 -1.536
H5 -1.775 2.555 -1.016
H6 -2.256 2.702 -2.443
O4 1.632 0.193 -4.491
H7 2.538 -0.110 -4.440
H8 1.122 -0.506 -4.083
O5 1.759 3.109 -1.754
H9 1.197 2.620 -1.154
H10 2.429 2.480 -2.023
O6 -3.002 0.006 3.028
H11 -3.066 0.569 2.256
H12 -2.072 0.011 3.253
O7 1.578 -1.896 2.472
H13 1.077 -1.353 3.081
H14 1.094 -1.840 1.648
O8 -0.581 -4.188 0.907
H15 -1.114 -3.537 1.363
H16 -0.743 -5.005 1.380
O9 -0.610 -0.572 4.207
H17 -0.826 -1.370 4.691
H18 -0.117 -0.039 4.831
O10 -3.407 -2.660 -1.075
H19 -2.565 -2.351 -1.410
H20 -3.221 -2.939 -0.179
O11 0.704 3.193 1.983
H21 -0.058 3.067 2.548
H22 0.985 2.307 1.756
O12 4.336 1.579 0.324
H23 3.617 1.520 0.953
H24 4.653 2.479 0.406
O13 3.399 -0.607 -1.422
H25 3.204 -0.112 -0.626
H26 3.155 -0.018 -2.136

Calculated values
Multiplicity = 1
Gap between HOMO and LUMO = 10.0 eV
HOMO energy = -0.2900 Eh
Net charge = -1
E = -52642.902 eV

Atomic partial charges in e from the Löwdin method, atoms 1 to 5: 0.24 -0.17 -0.15 -0.11 -0.14



[7]
# C4H14N2O

A cluster of 3 separate species, C4H14N2O in total (wB97M-V/def2-TZVPD, OMol25).

Atoms and positions in Å:
C1 0.053 -0.197 -1.046
C2 0.836 0.930 -0.624
C3 0.565 0.710 0.947
C4 0.005 1.676 1.664
N1 0.666 -0.615 1.606
N2 0.228 0.488 -3.363
H1 0.423 -1.153 -1.428
H2 -0.993 -0.096 -1.312
H3 1.888 1.186 -0.721
H4 0.262 1.823 -0.840
H5 -0.351 1.455 2.667
H6 -0.257 2.660 1.305
H7 1.574 -1.095 1.558
H8 -0.033 -1.272 1.252
H9 0.488 -0.479 2.603
H10 -0.697 0.449 -3.782
H11 0.744 1.240 -3.817
H12 0.753 -0.346 -3.619
H13 -2.769 -2.193 0.893
H14 -1.458 -2.946 1.075
O1 -1.926 -2.166 1.360

Calculated values
Multiplicity = 1
Gap between HOMO and LUMO = 8.7 eV
HOMO energy = -0.7009 Eh
Net charge = +2
E = -9382.382 eV

Atomic partial charges in e from the Löwdin method, atoms 1 to 5: 0.20 -0.13 -0.24 0.18 0.24



[8]
# C55H49Cl3INO2P2ReTe

A structure of composition C55H49Cl3INO2P2ReTe (wB97M-V/def2-TZVPD, OMol25).

Atoms and positions in Å:
Re1 -0.891 0.670 0.516
Cl1 -5.441 6.198 0.068
C1 -4.312 4.919 -0.268
C2 -3.779 4.180 0.773
C3 -2.886 3.185 0.445
Cl2 -2.136 2.257 1.753
C4 -2.468 2.829 -0.854
O1 -1.624 1.902 -1.115
C5 -3.050 3.648 -1.861
Cl3 -2.577 3.356 -3.502
C6 -3.946 4.659 -1.582
H1 -4.045 4.377 1.801
H2 -4.362 5.241 -2.391
I1 -3.352 -3.127 2.974
C7 1.716 0.310 2.750
P1 0.140 -0.512 2.232
C8 -0.524 -0.846 3.899
C9 -1.492 -0.003 4.428
C10 -1.953 -0.179 5.722
C11 -1.451 -1.210 6.499
C12 -0.484 -2.058 5.979
C13 -0.019 -1.875 4.690
C14 0.806 -2.151 1.747
C15 2.120 -2.591 1.897
C16 2.484 -3.871 1.508
C17 1.539 -4.730 0.963
C18 0.230 -4.302 0.808
C19 -0.135 -3.020 1.193
P2 1.569 1.917 3.647
C20 0.959 3.052 2.343
C21 0.219 4.158 2.750
C22 -0.312 5.040 1.820
C23 -0.132 4.819 0.464
C24 0.604 3.721 0.042
C25 1.160 2.857 0.978
C26 3.349 2.380 3.670
C27 3.782 3.645 3.282
C28 5.119 3.999 3.376
C29 6.049 3.096 3.862
C30 5.630 1.836 4.265
C31 4.293 1.485 4.175
H3 2.356 0.413 1.866
H4 2.239 -0.362 3.438
H5 -1.929 0.774 3.816
H6 -2.727 0.470 6.110
H7 -1.832 -1.370 7.499
H8 -0.110 -2.883 6.571
H9 0.711 -2.565 4.286
H10 2.886 -1.940 2.301
H11 3.510 -4.196 1.628
H12 1.824 -5.731 0.666
H13 -0.527 -4.961 0.401
H14 -1.171 -2.717 1.104
H15 0.032 4.312 3.807
H16 -0.897 5.887 2.157
H17 -0.584 5.482 -0.263
H18 0.731 3.524 -1.014
H19 1.759 2.030 0.626
H20 3.071 4.361 2.891
H21 5.433 4.986 3.060
H22 7.094 3.370 3.928
H23 6.344 1.122 4.654
H24 3.986 0.503 4.514
C32 4.273 -4.856 -5.267
C33 3.313 -4.051 -4.440
C34 1.955 -4.056 -4.703
C35 1.053 -3.317 -3.939
C36 -0.402 -3.438 -4.289
C37 1.533 -2.516 -2.896
Te1 -0.008 -1.536 -1.695
N1 -1.927 -0.663 -0.199
C38 -3.008 -1.284 -0.600
O2 -3.023 -2.192 -1.482
C39 -4.294 -0.754 -0.037
C40 -5.413 -0.781 -0.861
C41 -6.606 -0.223 -0.432
C42 -6.695 0.342 0.832
C43 -5.591 0.329 1.672
C44 -4.394 -0.218 1.241
C45 -0.608 -0.409 -3.407
C46 -1.968 -0.427 -3.697
C47 -2.447 0.201 -4.834
C48 -1.568 0.860 -5.675
C49 -0.221 0.890 -5.369
C50 0.298 0.256 -4.238
C51 1.788 0.316 -4.060
C52 2.895 -2.552 -2.576
C53 3.472 -1.789 -1.420
C54 3.763 -3.301 -3.360
H25 3.758 -5.368 -6.080
H26 4.777 -5.610 -4.660
H27 5.045 -4.221 -5.705
H28 1.572 -4.666 -5.514
H29 -0.579 -4.398 -4.777
H30 -0.713 -2.648 -4.973
H31 -1.068 -3.395 -3.424
H32 -5.328 -1.240 -1.837
H33 -7.471 -0.233 -1.085
H34 -7.630 0.771 1.169
H35 -5.667 0.720 2.679
H36 -3.555 -0.310 1.920
H37 -2.640 -0.968 -3.043
H38 -3.508 0.181 -5.047
H39 -1.928 1.362 -6.565
H40 0.467 1.415 -6.023
H41 2.147 1.313 -4.324
H42 2.279 -0.406 -4.715
H43 2.114 0.103 -3.049
H44 2.823 -1.818 -0.546
H45 3.649 -0.741 -1.676
H46 4.427 -2.224 -1.121
H47 4.818 -3.311 -3.106
C55 0.785 0.189 -0.731
H48 0.899 0.927 -1.529
H49 1.759 -0.026 -0.295

Calculated values
Multiplicity = 1
Gap between HOMO and LUMO = 5.6 eV
HOMO energy = -0.1379 Eh
Net charge = -1
E = -137086.061 eV

Atomic partial charges in e from the Löwdin method, atoms 1 to 5: 0.88 0.63 -0.69 -0.13 -0.48